Record 1
ORCA calculation (ωB97M-V with the def2-TZVPD basis set) on the molecule C3H7ClO in a non-equilibrium geometry.

Last column: Löwdin charge in e.
Geometry (Å):
C: 1.53 -0.79 0.03  -0.0800
O: 0.63 -0.25 -0.97  -0.1660
C: -0.25 0.71 -0.54  -0.3850
C: -1.32 0.30 0.40  -0.6660
Cl: -2.49 -0.63 -0.39  0.6454
H: 2.14 -0.05 0.59  0.0983
H: 1.01 -1.17 0.89  0.0567
H: 2.07 -1.64 -0.38  0.0948
H: -0.81 0.93 -1.46  0.1111
H: 0.12 1.68 -0.17  0.1284
H: -0.87 -0.30 1.21  0.0761
H: -1.77 1.23 0.78  0.0862

Lowest unoccupied orbital energy ... 0.9 eV
Net charge ... 0
SMILES ... COCCCl
Energy ... -17793.28953 eV
Highest occupied orbital energy ... -9.97 eV
Max |F| ... 0.050 Eh/bohr

Record 2
ORCA calculation (ωB97M-V with the def2-TZVPD basis set) on a structure of composition BrClIO3P in a non-equilibrium geometry.

Last column: Löwdin charge in e.
Geometry (Å):
O: 0.24 0.20 1.66  -0.3204
O: -0.38 1.43 -0.54  -0.7426
O: 0.79 -0.86 -0.70  -0.9014
P: -0.24 0.10 0.31  -0.0674
Cl: 0.99 2.55 -0.48  0.6651
Br: 0.99 -2.54 -0.14  0.7353
I: -2.39 -0.89 -0.13  0.6315

Lowest unoccupied orbital energy ... -1.9 eV
Net charge ... 0
Energy ... -106095.83373 eV
Highest occupied orbital energy ... -10.46 eV
Max |F| ... 0.062 Eh/bohr

Record 3
ORCA calculation (ωB97M-V with the def2-TZVPD basis set) on a cluster of 8 separate species, C37H81N9O10 in total in a non-equilibrium geometry.

Last column: Löwdin charge in e.
Geometry (Å):
C: 3.30 -1.85 2.10  -0.1491
C: 2.79 -2.55 0.71  -0.2583
C: 2.95 -1.60 -0.62  -0.2181
C: 1.63 -0.61 -0.85  -0.2070
C: 2.03 0.76 -1.66  -0.1955
C: 2.31 2.07 -0.72  -0.1421
C: 3.29 1.81 0.57  -0.2478
N: 4.77 1.76 0.13  0.0679
C: 5.28 3.16 0.56  -0.2425
O: 6.49 3.54 0.16  -0.0644
C: 4.15 3.96 1.48  -0.0257
C: 3.05 2.78 1.91  -0.3664
C: 3.80 2.18 3.28  -0.0422
O: 1.77 3.47 2.05  -0.1586
C: 0.83 2.76 2.93  -0.1609
C: 0.47 1.26 2.38  -0.2035
N: -0.69 0.58 3.08  -0.0910
C: -2.04 1.02 2.56  -0.1775
C: -2.33 0.65 0.99  -0.3331
C: -3.98 0.50 0.82  -0.0864
O: -1.94 1.78 0.08  -0.1455
H: 4.16 -1.06 1.87  0.0780
H: 2.45 -1.34 2.73  0.0596
H: 3.80 -2.71 2.76  0.0799
H: 1.68 -2.92 0.88  0.1104
H: 3.43 -3.54 0.55  0.1081
H: 3.08 -2.26 -1.61  0.1174
H: 3.87 -0.85 -0.56  0.1015
H: 1.12 -0.44 0.19  0.0910
H: 0.89 -1.23 -1.54  0.1161
H: 1.11 1.01 -2.38  0.1233
H: 2.99 0.55 -2.29  0.1083
H: 2.87 2.87 -1.41  0.1296
H: 1.28 2.58 -0.44  0.1204
H: 3.15 0.74 1.06  0.1083
H: 4.64 1.63 -0.90  0.1149
H: 3.70 4.72 0.68  0.1365
H: 4.82 4.42 2.34  0.1409
H: 3.23 1.24 3.69  0.0820
H: 4.92 1.91 3.07  0.1054
H: 3.81 3.02 4.12  0.1085
H: 1.18 2.72 4.07  0.1392
H: -0.19 3.37 2.96  0.1359
H: 0.37 1.33 1.22  0.0992
H: 1.43 0.58 2.58  0.0952
H: -0.59 -0.46 3.13  0.1076
H: -2.85 0.41 3.19  0.1351
H: -2.28 2.15 2.74  0.1322
H: -1.87 -0.36 0.62  0.1433
H: -4.28 0.11 -0.25  0.0788
H: -4.45 -0.10 1.71  0.0738
H: -4.40 1.62 0.89  0.0578
H: -1.97 2.63 0.64  0.1055
C: 2.71 7.57 1.14  -0.0682
N: 1.85 7.89 0.01  -0.2073
C: 1.99 9.18 -0.62  -0.0528
C: 0.91 7.00 -0.47  -0.3239
O: 0.16 7.21 -1.41  0.0016
H: 2.54 8.30 1.93  0.0898
H: 3.75 7.62 0.81  0.0917
H: 2.50 6.57 1.52  0.0661
H: 1.03 9.71 -0.56  0.0922
H: 2.24 9.03 -1.68  0.0928
H: 2.77 9.77 -0.14  0.0871
H: 0.89 6.05 0.09  0.1271
C: -6.63 -4.74 -1.01  -0.0678
N: -5.93 -3.61 -0.44  -0.1944
C: -4.54 -3.40 -0.78  -0.0513
C: -6.55 -2.72 0.42  -0.3022
O: -6.02 -1.74 0.93  -0.0171
H: -6.12 -5.66 -0.70  0.0563
H: -6.61 -4.66 -2.10  0.0881
H: -7.67 -4.78 -0.67  0.0684
H: -3.94 -3.41 0.14  0.0916
H: -4.43 -2.42 -1.25  0.0840
H: -4.19 -4.18 -1.46  0.0848
H: -7.61 -2.97 0.61  0.1219
C: -8.08 4.62 -0.69  -0.0681
N: -6.93 3.85 -0.26  -0.2039
C: -6.27 3.00 -1.23  -0.0439
C: -6.45 3.89 1.03  -0.3061
O: -5.49 3.26 1.45  -0.0125
H: -8.85 3.94 -1.05  0.0882
H: -7.77 5.29 -1.50  0.0886
H: -8.48 5.22 0.14  0.0835
H: -6.30 1.96 -0.88  0.0899
H: -5.22 3.31 -1.32  0.0977
H: -6.76 3.07 -2.21  0.0873
H: -7.03 4.57 1.68  0.1293
C: 9.67 3.23 -0.92  -0.0533
N: 10.37 4.37 -0.35  -0.2051
C: 11.76 4.57 -0.69  -0.0593
C: 9.75 5.25 0.50  -0.3210
O: 10.28 6.23 1.02  -0.0104
H: 10.18 2.31 -0.61  0.0692
H: 9.69 3.31 -2.01  0.0911
H: 8.63 3.19 -0.58  0.0602
H: 12.36 4.56 0.23  0.0887
H: 11.87 5.55 -1.16  0.0898
H: 12.11 3.79 -1.37  0.0837
H: 8.69 5.00 0.69  0.1205
C: 12.80 -1.60 0.42  -0.0683
N: 11.56 -1.42 -0.31  -0.2117
C: 11.33 -2.20 -1.51  -0.0524
C: 10.59 -0.53 0.11  -0.3313
O: 9.52 -0.33 -0.46  0.0034
H: 13.63 -1.36 -0.25  0.0881
H: 12.87 -2.65 0.74  0.0881
H: 12.84 -0.96 1.30  0.0848
H: 11.18 -1.52 -2.35  0.0930
H: 10.42 -2.80 -1.37  0.0931
H: 12.18 -2.85 -1.71  0.0867
H: 10.87 0.01 1.03  0.1309
C: -6.68 -10.13 -2.91  -0.0651
N: -6.65 -9.50 -1.61  -0.2061
C: -6.67 -10.33 -0.42  -0.0477
C: -6.59 -8.13 -1.46  -0.3102
O: -6.56 -7.53 -0.39  -0.0114
H: -7.60 -10.72 -2.99  0.0890
H: -5.81 -10.79 -3.00  0.0903
H: -6.65 -9.39 -3.71  0.0850
H: -7.55 -10.07 0.18  0.0936
H: -5.77 -10.14 0.17  0.0951
H: -6.72 -11.39 -0.70  0.0888
H: -6.58 -7.59 -2.42  0.1340
C: -11.99 -5.35 -2.68  -0.0674
N: -11.12 -5.27 -1.53  -0.2071
C: -10.63 -6.50 -0.93  -0.0430
C: -10.75 -4.07 -0.97  -0.3158
O: -10.02 -3.93 0.00  -0.0009
H: -12.89 -5.92 -2.41  0.0888
H: -11.46 -5.86 -3.49  0.0877
H: -12.28 -4.35 -3.03  0.0848
H: -10.96 -6.55 0.11  0.0974
H: -9.54 -6.49 -0.96  0.0782
H: -11.01 -7.37 -1.48  0.0881
H: -11.17 -3.20 -1.50  0.1312

Lowest unoccupied orbital energy ... 0.3 eV
Net charge ... 0
SMILES ... CCCCCC[C@H]1NC(=O)C[C@@]1(C)OCCNC[C@@H](C)O.CN(C)C=O.CN(C)C=O.CN(C)C=O.CN(C)C=O.CN(C)C=O.CN(C)C=O.CN(C)C=O
Energy ... -73559.84067 eV
Highest occupied orbital energy ... -8.29 eV
Max |F| ... 0.154 Eh/bohr

Record 4
ORCA calculation (ωB97M-V with the def2-TZVPD basis set) on a structure of composition C24H24N5O2ReS2.

Last column: Mulliken spin population.
Geometry (Å):
Re: 0.30 -0.26 -1.65  0.7893
C: 0.26 -0.86 6.96  0.0001
C: 0.29 -0.44 5.52  0.0020
C: 1.03 -1.15 4.58  -0.0008
C: 1.07 -0.76 3.25  0.0037
C: 0.34 0.35 2.86  -0.0077
C: -0.41 1.08 3.78  0.0030
C: -0.42 0.68 5.10  -0.0008
S: 0.36 0.85 1.19  0.0011
O: 1.74 0.88 0.74  0.0013
O: -0.43 2.04 1.06  0.0026
N: -0.31 -0.36 0.27  0.0148
C: -1.51 -1.04 0.55  0.0039
C: -2.24 -1.08 1.70  0.0008
C: -3.41 -1.88 1.79  -0.0022
C: -3.84 -2.63 0.74  0.0020
C: -3.12 -2.60 -0.48  -0.0031
C: -3.50 -3.31 -1.64  0.0180
C: -2.76 -3.22 -2.78  -0.0034
C: -1.61 -2.41 -2.78  0.0199
N: -1.23 -1.73 -1.71  -0.0096
C: -1.97 -1.81 -0.56  -0.0093
H: 0.81 -1.78 7.12  0.0000
H: -0.76 -1.00 7.31  0.0002
H: 0.71 -0.08 7.59  0.0002
H: 1.59 -2.02 4.90  0.0000
H: 1.65 -1.32 2.53  0.0026
H: -0.96 1.95 3.44  -0.0001
H: -0.99 1.25 5.82  0.0001
H: -1.95 -0.50 2.56  -0.0002
H: -3.96 -1.88 2.72  0.0001
H: -4.74 -3.23 0.82  -0.0001
H: -4.39 -3.93 -1.61  0.0005
H: -3.03 -3.75 -3.68  -0.0002
H: -0.99 -2.31 -3.66  0.0009
N: 0.06 1.17 -2.57  0.1870
C: -0.32 2.38 -3.14  0.0193
C: -0.40 2.50 -4.52  0.0079
C: -0.76 3.72 -5.08  -0.0033
C: -1.06 4.80 -4.26  0.0091
C: -0.98 4.67 -2.88  -0.0082
C: -0.62 3.46 -2.31  0.0016
H: -0.16 1.64 -5.14  -0.0002
H: -0.82 3.82 -6.15  -0.0001
H: -1.34 5.74 -4.70  0.0006
H: -1.21 5.51 -2.24  -0.0004
H: -0.56 3.33 -1.23  -0.0047
C: 4.91 0.52 -1.00  -0.0080
N: 3.61 0.00 -1.38  -0.0068
C: 3.43 -0.93 -2.29  -0.0385
N: 4.48 -1.44 -2.93  -0.0006
S: 1.85 -1.57 -2.74  -0.0187
H: 4.76 1.27 -0.22  -0.0010
H: 5.40 1.00 -1.85  0.0000
H: 5.55 -0.27 -0.59  0.0000
H: 2.80 0.29 -0.83  0.0350
H: 5.42 -1.18 -2.71  0.0002
H: 4.33 -2.15 -3.63  0.0004

Lowest unoccupied orbital energy (alpha / beta) ... -3.3 / -3.5 eV
Net charge ... +1
Energy ... -60619.48038 eV
Highest occupied orbital energy (alpha / beta) ... -10.11 / -10.76 eV
Max |F| ... 0.009 Eh/bohr
Spin multiplicity ... 2
Expectation value of S² ... 0.75

Record 5
ORCA calculation (ωB97M-V with the def2-TZVPD basis set) on the molecule C11H13NO in a non-equilibrium geometry.

Last column: Löwdin charge in e.
Geometry (Å):
C: -3.64 0.35 -0.47  -0.0206
N: -2.51 -0.09 -0.70  0.0054
C: -1.47 0.22 0.15  -0.3887
C: -1.49 1.04 1.38  -0.0445
C: -0.58 -1.40 0.19  -0.2070
O: -0.65 -2.28 0.98  0.1406
C: 0.18 -0.93 -0.99  -0.1780
C: 1.67 -1.37 -0.89  -0.1220
C: 2.32 -0.87 0.47  -0.1587
C: 1.92 0.61 0.81  -0.1604
C: 2.18 1.53 -0.44  0.0922
C: 0.95 1.24 -0.22  -0.1337
C: -0.19 0.59 -0.80  -0.1347
H: -4.40 -0.15 -1.10  0.0873
H: -3.78 1.14 0.25  0.0701
H: -0.45 1.04 1.72  0.0726
H: -2.11 0.78 2.27  0.0963
H: -1.88 2.07 1.01  0.1168
H: -0.23 -1.35 -1.88  0.1435
H: 2.33 -1.05 -1.71  0.1157
H: 1.63 -2.46 -0.82  0.1072
H: 2.08 -1.60 1.28  0.1055
H: 3.49 -0.87 0.32  0.1336
H: 2.26 1.00 1.72  0.0886
H: 2.99 1.83 -0.89  0.0517
H: -0.65 0.96 -1.66  0.1211

Lowest unoccupied orbital energy ... 0.9 eV
Net charge ... 0
SMILES ... C=N[C@@]1(C)C(=O)[C@@H]2CC[C@H]3C=C3[C@@H]21
Energy ... -15149.26171 eV
Highest occupied orbital energy ... -8.12 eV
Max |F| ... 0.106 Eh/bohr

Record 6
ORCA calculation (ωB97M-V with the def2-TZVPD basis set) on the molecule C7H9F3O3 in a non-equilibrium geometry.

Last column: Löwdin charge in e.
Geometry (Å):
C: 1.10 -0.67 0.03  -0.1794
C: 1.27 0.19 1.08  -0.0805
C: -0.26 -1.22 -0.01  -0.4490
C: -1.17 -0.04 -0.18  -0.2468
C: 3.25 -0.48 -0.97  -0.0267
C: -3.27 -1.03 0.30  -0.0123
C: -1.18 2.27 -0.22  -0.0775
O: 1.93 -1.04 -1.00  -0.0658
O: -2.46 -0.07 -0.02  0.0198
O: -0.73 1.11 -0.85  -0.0697
F: 2.30 0.94 1.38  0.0515
F: -0.37 -2.30 -0.81  0.1468
F: -0.40 -1.73 1.24  0.0970
H: 3.79 -1.21 -1.47  0.0702
H: 3.43 -0.54 0.15  0.1139
H: 3.25 0.57 -1.38  0.1206
H: -4.33 -0.77 0.50  0.0760
H: 0.46 0.30 1.71  0.1079
H: -2.92 -2.02 0.78  0.1092
H: -2.16 2.65 -0.62  0.1111
H: -0.41 2.89 -0.54  0.0713
H: -1.12 2.19 0.89  0.1124

Lowest unoccupied orbital energy (alpha / beta) ... 0.4 / 0.5 eV
Net charge ... 0
Energy ... -21693.04563 eV
Highest occupied orbital energy (alpha / beta) ... -7.89 / -7.78 eV
Max |F| ... 0.074 Eh/bohr